[1]
Computed, not measured: C32H49GeN3O4S2Si3W as an isolated structure, with ωB97M-V/def2-TZVPD.

XYZ file:
```
95
Properties=species:S:1:pos:R:3:forces:R:3
W 1.7048 -0.5066 -0.2075 0.3 -0.2 -0.8
C 0.3455 1.6168 1.7908 0.2 0.1 0.0
N 0.3275 0.2315 1.3070 -0.5 0.0 -0.3
C 0.4267 -0.6277 2.5384 0.1 0.1 0.0
C 1.5048 -1.7315 2.5319 0.0 0.0 0.0
N 2.6617 -1.3178 1.6885 -0.3 0.2 0.2
C 3.4572 -0.3606 2.5257 0.1 0.0 0.0
C 3.6195 -2.3716 1.3453 -0.1 -0.1 0.2
C 3.7972 -3.4867 2.1517 0.0 0.0 0.0
C 4.8201 -4.3770 1.8700 0.0 0.0 0.0
C 5.6792 -4.1335 0.8043 0.0 0.0 0.0
C 5.4978 -3.0239 0.0002 0.0 0.0 0.0
C 4.4551 -2.1306 0.2493 0.1 0.0 0.0
S 4.1244 -0.7968 -0.8421 0.0 0.2 0.2
C 0.1651 -2.1701 0.1660 0.1 -0.1 0.0
C -1.0966 -2.2752 0.7433 0.0 0.0 0.0
C -1.7476 -3.5034 0.8126 0.0 0.0 0.0
C -1.1858 -4.6647 0.2747 0.0 0.0 0.0
C 0.0357 -4.5961 -0.3589 0.0 0.0 0.0
C 0.6790 -3.3525 -0.3895 0.1 0.1 0.0
S 2.2016 -2.9769 -1.0525 -0.3 0.1 -0.1
H 0.3306 2.3205 0.9676 0.0 -0.1 0.1
H 1.2294 1.8391 2.3959 0.0 0.0 0.0
H -0.5268 1.7911 2.4202 0.0 0.0 0.0
H -0.5176 -1.1104 2.7840 0.0 0.0 0.0
H 0.6438 0.0417 3.3737 0.0 0.0 0.0
H 1.1184 -2.6726 2.1566 0.0 0.0 0.0
H 1.8411 -1.8935 3.5602 0.0 0.0 0.0
H 4.2895 0.0224 1.9455 0.0 0.0 0.0
H 3.8305 -0.9161 3.3878 0.0 0.0 0.0
H 2.8333 0.4617 2.8537 0.0 0.0 0.0
H 3.1449 -3.6659 2.9962 0.0 0.0 0.0
H 4.9532 -5.2546 2.4877 0.0 0.0 0.0
H 6.4834 -4.8246 0.5903 0.0 0.0 0.0
H 6.1411 -2.8487 -0.8524 0.0 0.0 0.0
H -1.5859 -1.4159 1.1831 0.0 0.0 0.0
H -2.7183 -3.5672 1.2901 0.0 0.0 0.0
H -1.7144 -5.6062 0.3421 0.0 0.0 0.0
H 0.4909 -5.4700 -0.8076 0.0 0.0 0.0
O 3.9232 3.0840 0.4233 0.0 0.0 0.0
C 3.1632 2.1259 -0.1134 0.0 0.1 0.0
O 2.6276 1.2360 0.6483 0.0 -0.3 -0.1
C 2.9025 2.0854 -1.4761 0.0 -0.1 0.0
C 3.4012 2.9072 -2.5179 0.0 0.0 0.1
C 3.1027 2.5845 -3.8113 0.0 0.1 -0.1
C 2.2678 1.4819 -4.0996 0.0 0.0 0.0
C 1.7814 0.7644 -3.0374 0.1 0.2 -0.2
N 2.0808 1.0296 -1.7725 0.2 0.0 0.4
C 0.7907 -0.3333 -3.1092 -0.1 -0.1 0.0
O 0.2322 -0.6775 -4.1181 0.0 0.0 -0.1
O 0.5580 -0.8382 -1.9118 -0.3 0.0 0.4
H 4.0120 2.9139 1.3703 0.0 0.0 0.0
H 4.0314 3.7489 -2.2680 0.0 0.0 0.0
H 3.4968 3.1857 -4.6198 0.0 0.0 0.0
H 1.9724 1.2114 -5.1021 0.0 0.0 0.0
C -3.2135 0.0199 3.0825 0.0 0.0 0.0
Si -3.2701 1.3789 1.7968 -0.2 0.0 0.0
C -4.9977 1.4991 1.0519 0.0 0.0 0.0
C -2.9220 3.0270 2.6255 0.1 0.0 0.0
Ge -1.8642 0.8532 -0.1069 0.7 -0.2 0.2
Si -2.9379 -0.8375 -1.5643 -0.1 0.1 0.0
C -2.1066 -2.2487 -2.4322 0.1 0.0 0.0
C -3.5994 0.3006 -2.8988 0.0 0.0 -0.1
C -4.3548 -1.4880 -0.5153 0.0 -0.1 0.0
Si -1.3255 2.9859 -1.1820 -0.2 -0.3 0.0
C -0.2239 4.1808 -0.2599 -0.1 0.1 0.0
C -0.7059 2.8672 -2.9339 0.0 0.0 -0.1
C -3.0712 3.6882 -1.1820 0.1 0.2 -0.1
H -3.9048 0.2610 3.8943 0.0 0.0 0.0
H -2.2206 -0.0852 3.5227 0.0 0.0 0.0
H -3.5117 -0.9450 2.6666 0.0 0.0 0.0
H -5.5364 2.3160 1.5388 0.0 0.0 0.0
H -5.5576 0.5791 1.2242 0.0 0.0 0.0
H -5.0106 1.6990 -0.0210 0.0 0.0 0.0
H -3.6899 3.1787 3.3905 0.0 0.0 0.0
H -2.9981 3.8638 1.9290 0.0 0.0 0.0
H -1.9536 3.0885 3.1193 0.0 0.0 0.0
H -1.3700 -1.9175 -3.1602 0.0 0.0 0.0
H -1.6504 -2.9770 -1.7696 0.0 0.0 0.0
H -2.9240 -2.7438 -2.9702 0.0 0.0 0.0
H -2.7997 0.5878 -3.5847 0.0 0.0 0.0
H -4.0797 1.2039 -2.5255 0.0 0.0 0.0
H -4.3459 -0.2457 -3.4834 0.0 0.0 0.0
H -4.0556 -1.7303 0.5058 0.0 0.0 0.0
H -4.7346 -2.4053 -0.9732 0.0 0.0 0.0
H -5.1756 -0.7734 -0.4683 0.0 0.0 0.0
H 0.8193 3.8642 -0.2245 0.0 0.0 0.0
H -0.5671 4.3875 0.7552 0.0 0.0 0.0
H -0.2589 5.1170 -0.8266 0.0 0.0 0.0
H 0.3836 2.9148 -2.9516 -0.1 0.0 0.0
H -1.0765 3.7408 -3.4797 0.0 0.0 0.0
H -1.0229 1.9799 -3.4820 0.0 0.0 0.0
H -3.4918 3.8287 -0.1874 0.0 0.0 0.0
H -3.7792 3.1225 -1.7846 0.0 0.0 0.0
H -2.9791 4.6780 -1.6435 -0.1 0.0 0.0
```
Positions in Å, forces in eV/Å.

The HOMO-LUMO gap (alpha / beta) is 5.5 / 5.7 eV. The value obtained for the energy relative to the best compared isomer or geometry (same formula, charge and spin) is 3.101 eV. The highest occupied orbital energy (alpha / beta) comes out at -8.69 / -10.56 eV. Its net charge is +1. For the electronic energy, the calculation gives -150280.72686 eV. The spin multiplicity is 4.

[2]
Computed, not measured: C32H50I3N10O3PS2 as an isolated structure at a distorted geometry, with ωB97M-V/def2-TZVPD.

XYZ file:
```
101
Properties=species:S:1:pos:R:3:forces:R:3
C -2.6485 3.6338 0.7028 0.2 0.8 -0.3
C -2.5346 2.7553 -0.1016 -0.2 -0.6 0.2
C -2.4621 1.6303 -1.0230 0.2 0.0 -0.3
C -1.2102 0.7388 -0.8974 0.5 1.4 -0.4
C 0.0466 1.6500 -1.1646 0.2 -0.5 0.0
O 0.9572 1.7267 -0.1002 0.1 0.3 -0.3
C 0.8183 2.8371 0.7528 0.1 -0.4 0.5
O -0.9869 0.1202 0.3433 -0.6 -0.3 -0.1
C -1.6153 -1.0931 0.6485 0.1 -0.9 0.2
S -1.5021 -2.3786 -0.6786 0.1 -0.3 -0.2
C -3.1396 -1.0416 0.9381 -0.1 0.8 0.2
C -3.7393 -0.1194 2.0415 0.4 -0.4 0.0
C -2.8161 0.8079 2.8026 -0.3 0.7 0.1
I -5.4494 0.9551 1.2537 0.0 -0.1 0.1
C -0.7157 -1.7186 1.8312 0.3 0.3 -0.3
O -0.0410 -0.6994 2.5177 -0.7 0.1 0.3
N 0.2883 -2.6830 1.3176 -0.1 0.3 0.1
C 1.5948 -2.2220 1.0677 0.6 0.4 -0.2
I 1.9403 -1.4404 -0.8798 -0.1 -0.2 0.1
C 2.6076 -2.2884 1.9389 -0.2 -0.2 -0.2
C 2.4543 -2.8295 3.3349 0.2 0.3 -0.2
I 4.5656 -1.6656 1.4997 -0.2 0.0 0.1
P -1.7589 -2.7173 3.0268 0.2 -1.1 0.5
S -0.7408 -3.5939 4.4375 0.1 -0.3 -0.1
H -2.6705 4.5698 1.2100 -0.1 -0.2 0.3
H -2.3709 2.0768 -2.0187 -0.1 -0.1 -0.1
H -3.3984 1.0741 -1.0391 0.0 0.0 0.2
H -1.2441 0.0608 -1.7501 -0.1 -0.6 0.3
H 0.6049 1.2026 -1.9864 0.0 0.0 -0.1
H -0.2652 2.6391 -1.5059 -0.1 0.1 0.1
H 1.7287 2.8800 1.3504 0.1 0.0 -0.1
H 0.7150 3.7779 0.2064 -0.2 0.0 -0.1
H -0.0108 2.6899 1.4484 -0.2 0.2 -0.1
H -2.7297 -2.2339 -1.2052 0.0 0.2 0.1
H -3.4781 -2.0601 1.1175 0.0 -0.1 0.0
H -3.6179 -0.7685 0.0023 0.1 0.0 -0.1
H -4.2174 -0.7681 2.7691 -0.2 0.0 0.0
H -2.1860 0.2785 3.5100 0.1 -0.2 -0.1
H -2.1835 1.4225 2.1735 0.0 -0.1 -0.2
H -3.4281 1.4883 3.3967 0.0 0.0 0.1
H -0.1948 -0.7922 3.4730 0.2 0.0 0.1
H 0.2807 -3.5582 1.8270 0.1 0.0 0.1
H 1.8218 -3.7098 3.3479 0.0 -0.1 0.1
H 1.9964 -2.0661 3.9636 -0.1 0.0 0.1
H 3.4283 -3.0610 3.7523 0.0 -0.2 0.1
H -2.4486 -3.6528 2.2405 -0.1 0.3 -0.2
H -2.7483 -1.9147 3.5985 0.0 0.3 -0.4
C 2.5203 3.5511 -3.3300 0.1 0.0 0.3
C 1.2289 3.2865 -3.9431 0.0 0.0 0.0
N 0.2060 3.0775 -4.4212 -0.1 0.0 0.0
H 3.0901 4.2710 -3.9054 0.0 0.0 -0.1
H 2.3972 3.9495 -2.3229 -0.1 0.0 0.0
H 3.1150 2.6458 -3.2562 -0.1 -0.1 0.0
C -2.2607 -7.0582 4.8831 0.2 0.2 0.0
C -3.2443 -8.1212 5.0224 0.0 0.0 0.0
N -4.0209 -8.9581 5.1321 0.0 0.0 0.0
H -1.4454 -7.3640 4.2299 0.0 -0.1 0.0
H -2.7075 -6.1611 4.4589 -0.1 0.0 0.0
H -1.8341 -6.7913 5.8481 -0.1 -0.1 0.0
C 5.5625 0.2798 -3.2200 -0.1 -0.4 0.2
C 5.5167 1.5634 -3.8975 0.2 0.0 0.0
N 5.4809 2.5888 -4.4102 0.0 0.0 -0.1
H 6.5161 0.1284 -2.7181 0.0 0.2 0.0
H 4.7729 0.2280 -2.4717 0.0 0.0 0.1
H 5.4157 -0.5424 -3.9183 0.0 0.1 -0.1
C -5.1271 -5.1963 -1.6695 -0.3 -0.1 -0.2
C -4.5915 -4.7410 -0.3986 -0.1 0.0 0.0
N -4.1689 -4.3856 0.6062 0.0 0.0 0.1
H -4.4446 -5.8826 -2.1633 0.1 0.2 0.2
H -6.0786 -5.7083 -1.5250 0.0 0.1 0.2
H -5.2972 -4.3597 -2.3453 0.1 0.1 0.1
C 7.1483 4.9271 -6.0312 -0.2 0.0 0.2
C 8.2634 5.1828 -6.9303 0.0 0.0 0.0
N 9.1423 5.3845 -7.6396 0.0 0.0 0.0
H 6.2221 5.3333 -6.4334 0.0 0.0 -0.1
H 7.0024 3.8621 -5.8750 0.1 0.0 0.0
H 7.3168 5.3854 -5.0584 0.1 0.0 0.0
C 3.6898 5.4293 2.6539 -0.1 0.2 0.2
C 4.2826 4.5690 1.6420 0.0 0.0 0.0
N 4.7495 3.8890 0.8459 0.0 -0.1 -0.1
H 3.6734 6.4645 2.3175 0.0 0.0 -0.1
H 2.6665 5.1237 2.8664 0.0 -0.1 -0.1
H 4.2586 5.3817 3.5807 0.1 -0.1 0.0
C -2.0936 0.6446 7.4790 -0.1 0.2 0.3
C -1.4899 -0.0452 6.3520 0.0 -0.1 0.1
N -1.0139 -0.6040 5.4714 0.0 0.4 -0.1
H -2.1870 1.7091 7.2712 0.0 0.0 -0.1
H -3.0863 0.2479 7.6848 0.0 -0.1 -0.1
H -1.4855 0.5225 8.3736 0.1 -0.1 0.0
C 1.7661 7.5161 -4.7571 -0.3 0.1 -0.1
C 2.9918 6.9202 -4.2492 0.0 0.0 0.0
N 3.9508 6.4350 -3.8477 0.1 0.1 0.0
H 1.9362 8.5485 -5.0573 0.1 0.0 0.0
H 1.4007 6.9641 -5.6215 0.1 -0.1 0.0
H 0.9887 7.5052 -3.9951 0.1 0.0 0.1
C -4.9494 -8.3053 -4.5495 -0.2 -0.2 0.0
C -4.0976 -7.1534 -4.2989 0.1 0.0 -0.2
N -3.4227 -6.2467 -4.1012 0.0 -0.1 -0.1
H -4.8657 -9.0289 -3.7403 0.1 0.1 0.0
H -5.9922 -8.0034 -4.6316 0.0 0.1 0.0
H -4.6641 -8.7981 -5.4771 0.1 0.1 0.0
```
Positions in Å, forces in eV/Å.

The HOMO-LUMO gap is 8.3 eV. The value obtained for the energy relative to the best compared isomer or geometry (same formula, charge and spin) is 0.000 eV. The highest occupied orbital energy comes out at -8.14 eV. For the electronic energy, the calculation gives -110292.45968 eV. The spin multiplicity is 1.

> Among the records above, which one has the lowest energy relative to the best compared isomer or geometry (same formula, charge and spin)?

C32H50I3N10O3PS2